Computed, not measured: a 16-piece molecular cluster, C69H198N21O34P7S9 overall in a non-equilibrium geometry, with ωB97M-V/def2-TZVPD.

Last columns: bonded neighbours and bond lengths (Å).
Positions of all 338 atoms, in Å:
1 O -2.305 -4.968 5.563  P2 1.508
2 P -1.356 -5.067 6.730  O1 1.508, N3 1.716, N6 1.651, N9 1.716
3 N 0.282 -5.422 6.365  P2 1.716, C4 1.478, C5 1.507
4 C 1.372 -5.575 7.352  N3 1.478, H12 1.090, H13 1.090, H14 1.090
5 C 0.481 -6.170 5.072  N3 1.507, H15 1.090, H16 1.090, H17 1.090
6 N -1.863 -6.262 7.751  P2 1.651, C7 1.476, C8 1.494
7 C -2.169 -7.589 7.182  N6 1.476, H18 1.090, H19 1.090, H20 1.090
8 C -1.532 -6.250 9.208  N6 1.494, H21 1.090, H22 1.090, H23 1.090
9 N -1.262 -3.658 7.706  P2 1.716, C10 1.447, C11 1.487
10 C -2.444 -3.231 8.425  N9 1.447, H24 1.090, H25 1.090, H26 1.090
11 C -0.382 -2.600 7.142  N9 1.487, H27 1.090, H28 1.090, H29 1.090
12 H 1.286 -6.613 7.673  C4 1.090
13 H 1.132 -5.042 8.272  C4 1.090
14 H 2.343 -5.308 6.935  C4 1.090
15 H 0.140 -7.205 5.081  C5 1.090
16 H 1.546 -6.107 4.847  C5 1.090
17 H -0.130 -5.728 4.285  C5 1.090
18 H -2.312 -8.315 7.983  C7 1.090
19 H -3.109 -7.503 6.638  C7 1.090
20 H -1.403 -8.087 6.588  C7 1.090
21 H -0.954 -7.158 9.380  C8 1.090
22 H -1.001 -5.348 9.514  C8 1.090
23 H -2.434 -6.455 9.783  C8 1.090
24 H -3.314 -3.083 7.786  C10 1.090
25 H -2.754 -3.967 9.167  C10 1.090
26 H -2.296 -2.286 8.948  C10 1.090
27 H -0.230 -1.785 7.850  C11 1.090
28 H -0.973 -2.233 6.303  C11 1.090
29 H 0.550 -3.032 6.778  C11 1.090
30 O -4.130 -0.809 1.637  P31 1.482
31 P -5.057 -0.582 2.772  O30 1.482, N32 1.750, N35 1.754, N38 1.731
32 N -4.334 -1.015 4.306  P31 1.750, C33 1.422, C34 1.462
33 C -4.803 -0.533 5.559  N32 1.422, H41 1.090, H42 1.090, H43 1.090
34 C -3.076 -1.755 4.395  N32 1.462, H44 1.090, H45 1.090, H46 1.090
35 N -6.524 -1.535 2.647  P31 1.754, C36 1.443, C37 1.518
36 C -7.047 -1.786 1.326  N35 1.443, H47 1.090, H48 1.090, H49 1.090
37 C -7.517 -1.932 3.725  N35 1.518, H50 1.090, H51 1.090, H52 1.090
38 N -5.539 1.059 3.036  P31 1.731, C39 1.491, C40 1.479
39 C -6.634 1.557 3.915  N38 1.491, H53 1.090, H54 1.090, H55 1.090
40 C -4.466 2.052 2.808  N38 1.479, H56 1.090, H57 1.090, H58 1.090
41 H -5.890 -0.464 5.519  C33 1.090
42 H -4.430 0.488 5.648  C33 1.090
43 H -4.592 -1.182 6.408  C33 1.090
44 H -2.559 -1.587 5.341  C34 1.090
45 H -2.348 -1.482 3.631  C34 1.090
46 H -3.288 -2.814 4.252  C34 1.090
47 H -7.779 -1.015 1.083  C36 1.090
48 H -6.253 -1.881 0.586  C36 1.090
49 H -7.572 -2.734 1.205  C36 1.090
50 H -7.983 -2.902 3.547  C37 1.090
51 H -7.041 -1.953 4.705  C37 1.090
52 H -8.263 -1.141 3.658  C37 1.090
53 H -7.091 2.471 3.535  C39 1.090
54 H -7.465 0.853 3.964  C39 1.090
55 H -6.222 1.800 4.895  C39 1.090
56 H -4.078 1.786 1.824  C40 1.090
57 H -3.739 2.054 3.620  C40 1.090
58 H -4.947 3.013 2.629  C40 1.090
59 O 1.897 3.744 7.153  P60 1.467
60 P 0.882 3.167 6.265  O59 1.467, N61 1.712, N64 1.737, N67 1.752
61 N 1.591 1.921 5.329  P60 1.712, C62 1.435, C63 1.450
62 C 1.942 0.641 5.873  N61 1.435, H70 1.090, H71 1.090, H72 1.090
63 C 2.403 2.286 4.185  N61 1.450, H73 1.090, H74 1.090, H75 1.090
64 N 0.183 4.239 5.090  P60 1.737, C65 1.428, C66 1.470
65 C 0.968 5.283 4.513  N64 1.428, H76 1.090, H77 1.090, H78 1.090
66 C -0.894 3.815 4.184  N64 1.470, H79 1.090, H80 1.090, H81 1.090
67 N -0.489 2.426 7.066  P60 1.752, C68 1.442, C69 1.517
68 C -0.665 2.640 8.481  N67 1.442, H82 1.090, H83 1.090, H84 1.090
69 C -1.514 1.668 6.244  N67 1.517, H85 1.090, H86 1.090, H87 1.090
70 H 2.567 0.680 6.765  C62 1.090
71 H 2.643 0.076 5.258  C62 1.090
72 H 1.087 -0.035 5.908  C62 1.090
73 H 2.658 1.455 3.528  C63 1.090
74 H 3.352 2.736 4.479  C63 1.090
75 H 1.878 2.988 3.538  C63 1.090
76 H 1.931 5.409 5.008  C65 1.090
77 H 1.227 5.293 3.454  C65 1.090
78 H 0.561 6.228 4.873  C65 1.090
79 H -1.843 3.806 4.719  C66 1.090
80 H -0.990 4.411 3.276  C66 1.090
81 H -0.655 2.824 3.799  C66 1.090
82 H -1.296 3.503 8.692  C68 1.090
83 H -1.124 1.775 8.960  C68 1.090
84 H 0.322 2.733 8.933  C68 1.090
85 H -2.507 2.104 6.140  C69 1.090
86 H -1.749 0.690 6.663  C69 1.090
87 H -1.027 1.444 5.295  C69 1.090
88 O -0.146 -3.751 -6.573  P89 1.473
89 P -0.918 -3.820 -5.320  O88 1.473, N90 1.670, N93 1.728, N96 1.748
90 N -0.045 -4.260 -3.968  P89 1.670, C91 1.446, C92 1.527
91 C 0.591 -5.560 -3.980  N90 1.446, H99 1.090, H100 1.090, H101 1.090
92 C 0.658 -3.223 -3.094  N90 1.527, H102 1.090, H103 1.090, H104 1.090
93 N -2.163 -5.013 -5.445  P89 1.728, C94 1.464, C95 1.461
94 C -2.868 -5.522 -4.267  N93 1.464, H105 1.090, H106 1.090, H107 1.090
95 C -2.879 -5.209 -6.703  N93 1.461, H108 1.090, H109 1.090, H110 1.090
96 N -1.847 -2.451 -4.757  P89 1.748, C97 1.474, C98 1.470
97 C -2.302 -2.279 -3.364  N96 1.474, H111 1.090, H112 1.090, H113 1.090
98 C -2.716 -1.811 -5.754  N96 1.470, H114 1.090, H115 1.090, H116 1.090
99 H 0.148 -6.206 -4.737  C91 1.090
100 H 0.478 -6.032 -3.004  C91 1.090
101 H 1.656 -5.521 -4.206  C91 1.090
102 H 0.603 -2.190 -3.439  C92 1.090
103 H 1.726 -3.428 -3.026  C92 1.090
104 H 0.273 -3.287 -2.077  C92 1.090
105 H -2.503 -5.207 -3.290  C94 1.090
106 H -3.946 -5.374 -4.198  C94 1.090
107 H -2.640 -6.581 -4.386  C94 1.090
108 H -3.912 -4.890 -6.564  C95 1.090
109 H -2.401 -4.492 -7.370  C95 1.090
110 H -2.948 -6.239 -7.053  C95 1.090
111 H -3.103 -2.983 -3.137  C97 1.090
112 H -1.506 -2.421 -2.633  C97 1.090
113 H -2.691 -1.268 -3.254  C97 1.090
114 H -2.548 -0.735 -5.708  C98 1.090
115 H -3.755 -1.977 -5.466  C98 1.090
116 H -2.532 -2.255 -6.732  C98 1.090
117 O 1.641 1.585 1.170  P118 1.494
118 P 1.042 0.509 0.324  O117 1.494, N119 1.705, N122 1.731, N125 1.712
119 N -0.398 0.961 -0.470  P118 1.705, C120 1.442, C121 1.447
120 C -1.175 -0.028 -1.174  N119 1.442, H128 1.090, H129 1.090, H130 1.090
121 C -1.215 2.047 0.025  N119 1.447, H131 1.090, H132 1.090, H133 1.090
122 N 0.526 -0.821 1.305  P118 1.731, C123 1.478, C124 1.508
123 C 0.675 -0.789 2.775  N122 1.478, H134 1.090, H135 1.090, H136 1.090
124 C 0.387 -2.240 0.816  N122 1.508, H137 1.090, H138 1.090, H139 1.090
125 N 2.014 -0.072 -0.959  P118 1.712, C126 1.435, C127 1.517
126 C 3.266 -0.632 -0.538  N125 1.435, H140 1.090, H141 1.090, H142 1.090
127 C 2.037 0.603 -2.317  N125 1.517, H143 1.090, H144 1.090, H145 1.090
128 H -2.101 0.410 -1.547  C120 1.090
129 H -1.717 -0.761 -0.576  C120 1.090
130 H -0.573 -0.456 -1.976  C120 1.090
131 H -1.585 1.637 0.965  C121 1.090
132 H -2.102 2.294 -0.559  C121 1.090
133 H -0.602 2.924 0.233  C121 1.090
134 H 0.510 0.244 3.079  C123 1.090
135 H -0.108 -1.423 3.192  C123 1.090
136 H 1.628 -1.224 3.076  C123 1.090
137 H -0.598 -2.596 1.120  C124 1.090
138 H 0.490 -2.235 -0.269  C124 1.090
139 H 1.078 -2.924 1.308  C124 1.090
140 H 3.194 -1.451 0.177  C126 1.090
141 H 3.759 -1.147 -1.362  C126 1.090
142 H 4.017 0.099 -0.238  C126 1.090
143 H 2.540 -0.006 -3.068  C127 1.090
144 H 2.630 1.514 -2.234  C127 1.090
145 H 1.000 0.826 -2.569  C127 1.090
146 O 1.656 5.249 -5.028  P147 1.483
147 P 2.236 5.541 -3.695  O146 1.483, N148 1.659, N151 1.695, N154 1.735
148 N 1.650 6.909 -2.961  P147 1.659, C149 1.449, C150 1.479
149 C 0.383 7.393 -3.470  N148 1.449, H157 1.090, H158 1.090, H159 1.090
150 C 2.288 7.476 -1.752  N148 1.479, H160 1.090, H161 1.090, H162 1.090
151 N 3.924 5.565 -3.547  P147 1.695, C152 1.503, C153 1.467
152 C 4.588 4.235 -3.767  N151 1.503, H163 1.090, H164 1.090, H165 1.090
153 C 4.715 6.675 -4.092  N151 1.467, H166 1.090, H167 1.090, H168 1.090
154 N 1.821 4.372 -2.482  P147 1.735, C155 1.479, C156 1.509
155 C 0.428 3.873 -2.483  N154 1.479, H169 1.090, H170 1.090, H171 1.090
156 C 2.482 4.204 -1.136  N154 1.509, H172 1.090, H173 1.090, H174 1.090
157 H -0.299 6.551 -3.586  C149 1.090
158 H 0.470 7.898 -4.432  C149 1.090
159 H -0.051 8.142 -2.807  C149 1.090
160 H 1.659 7.358 -0.870  C150 1.090
161 H 2.322 8.549 -1.941  C150 1.090
162 H 3.328 7.201 -1.579  C150 1.090
163 H 4.610 3.987 -4.828  C152 1.090
164 H 5.582 4.284 -3.323  C152 1.090
165 H 3.921 3.455 -3.401  C152 1.090
166 H 4.167 7.609 -4.214  C153 1.090
167 H 5.546 6.816 -3.402  C153 1.090
168 H 5.280 6.418 -4.988  C153 1.090
169 H 0.403 2.830 -2.799  C155 1.090
170 H -0.089 4.212 -1.585  C155 1.090
171 H -0.218 4.392 -3.190  C155 1.090
172 H 3.559 4.074 -1.236  C156 1.090
173 H 2.105 3.364 -0.552  C156 1.090
174 H 2.334 5.127 -0.575  C156 1.090
175 O -7.061 0.420 -4.833  P176 1.470
176 P -6.958 0.222 -3.380  O175 1.470, N177 1.683, N180 1.716, N183 1.691
177 N -5.509 0.767 -2.719  P176 1.683, C178 1.546, C179 1.410
178 C -5.002 0.373 -1.313  N177 1.546, H186 1.090, H187 1.090, H188 1.090
179 C -4.526 1.553 -3.355  N177 1.410, H189 1.090, H190 1.090, H191 1.090
180 N -7.060 -1.434 -2.940  P176 1.716, C181 1.451, C182 1.457
181 C -8.335 -2.072 -3.211  N180 1.451, H192 1.090, H193 1.090, H194 1.090
182 C -5.933 -2.333 -3.149  N180 1.457, H195 1.090, H196 1.090, H197 1.090
183 N -8.140 1.036 -2.485  P176 1.691, C184 1.538, C185 1.478
184 C -8.487 0.734 -1.017  N183 1.538, H198 1.090, H199 1.090, H200 1.090
185 C -8.725 2.286 -3.013  N183 1.478, H201 1.090, H202 1.090, H203 1.090
186 H -5.852 -0.032 -0.763  C178 1.090
187 H -4.779 1.235 -0.683  C178 1.090
188 H -4.151 -0.306 -1.276  C178 1.090
189 H -5.019 2.402 -3.829  C179 1.090
190 H -3.956 1.034 -4.125  C179 1.090
191 H -3.807 2.019 -2.681  C179 1.090
192 H -9.097 -1.317 -3.020  C181 1.090
193 H -8.360 -2.240 -4.288  C181 1.090
194 H -8.631 -3.013 -2.748  C181 1.090
195 H -4.915 -1.952 -3.068  C182 1.090
196 H -6.049 -3.184 -2.477  C182 1.090
197 H -5.925 -2.670 -4.185  C182 1.090
198 H -7.729 1.108 -0.329  C184 1.090
199 H -9.428 1.211 -0.745  C184 1.090
200 H -8.637 -0.335 -0.870  C184 1.090
201 H -9.775 2.018 -3.129  C185 1.090
202 H -8.437 2.477 -4.047  C185 1.090
203 H -8.547 3.096 -2.306  C185 1.090
204 O -2.673 1.569 -7.198  S205 1.456
205 S -1.518 2.125 -6.510  O204 1.456, O206 1.434, O207 1.657, C210 1.854
206 O -0.684 1.412 -5.587  S205 1.434
207 O -0.489 2.914 -7.542  S205 1.657, C208 1.392
208 C -0.956 3.054 -8.846  O207 1.392, C209 1.582, H211 1.090, H212 1.090
209 C -0.085 4.060 -9.700  C208 1.582, H213 1.090, H214 1.090, H215 1.090
210 C -2.103 3.695 -5.717  S205 1.854, H216 1.090, H217 1.090, H218 1.090
211 H -1.979 3.427 -8.883  C208 1.090
212 H -1.045 2.038 -9.231  C208 1.090
213 H 0.909 3.625 -9.805  C209 1.090
214 H 0.056 4.984 -9.139  C209 1.090
215 H -0.521 4.240 -10.683  C209 1.090
216 H -1.419 4.518 -5.927  C210 1.090
217 H -2.237 3.522 -4.649  C210 1.090
218 H -3.030 3.972 -6.218  C210 1.090
219 O -0.768 -5.124 1.291  S220 1.435
220 S -1.862 -4.994 0.372  O219 1.435, O221 1.454, O222 1.661, C225 1.831
221 O -1.573 -4.663 -1.014  S220 1.454
222 O -2.662 -6.447 0.466  S220 1.661, C223 1.432
223 C -2.979 -7.020 1.740  O222 1.432, C224 1.548, H226 1.090, H227 1.090
224 C -2.028 -8.186 2.105  C223 1.548, H228 1.090, H229 1.090, H230 1.090
225 C -3.080 -3.821 1.074  S220 1.831, H231 1.090, H232 1.090, H233 1.090
226 H -4.034 -7.295 1.738  C223 1.090
227 H -2.825 -6.365 2.597  C223 1.090
228 H -0.975 -7.904 2.119  C224 1.090
229 H -2.075 -8.912 1.293  C224 1.090
230 H -2.232 -8.653 3.069  C224 1.090
231 H -3.176 -3.893 2.158  C225 1.090
232 H -3.989 -3.983 0.496  C225 1.090
233 H -2.695 -2.864 0.723  C225 1.090
234 O 5.628 -3.757 4.737  S235 1.470
235 S 4.685 -2.642 4.571  O234 1.470, O236 1.448, O237 1.641, C240 1.796
236 O 3.271 -2.845 4.804  S235 1.448
237 O 5.287 -1.387 5.440  S235 1.641, C238 1.413
238 C 5.232 -1.420 6.851  O237 1.413, C239 1.561, H241 1.090, H242 1.090
239 C 5.783 -0.094 7.463  C238 1.561, H243 1.090, H244 1.090, H245 1.090
240 C 4.874 -1.939 2.930  S235 1.796, H246 1.090, H247 1.090, H248 1.090
241 H 5.860 -2.216 7.250  C238 1.090
242 H 4.196 -1.575 7.153  C238 1.090
243 H 4.880 0.385 7.843  C239 1.090
244 H 6.374 0.463 6.737  C239 1.090
245 H 6.384 -0.327 8.342  C239 1.090
246 H 4.999 -2.628 2.094  C240 1.090
247 H 5.871 -1.501 2.872  C240 1.090
248 H 4.095 -1.213 2.699  C240 1.090
249 O 5.757 1.485 3.559  S250 1.486
250 S 6.160 2.199 2.320  O249 1.486, O251 1.471, O252 1.650, C255 1.787
251 O 7.356 3.055 2.336  S250 1.471
252 O 6.200 1.040 1.147  S250 1.650, C253 1.351
253 C 7.152 1.147 0.195  O252 1.351, C254 1.488, H256 1.090, H257 1.090
254 C 6.810 0.239 -0.934  C253 1.488, H258 1.090, H259 1.090, H260 1.090
255 C 4.733 3.049 1.661  S250 1.787, H261 1.090, H262 1.090, H263 1.090
256 H 8.117 0.899 0.637  C253 1.090
257 H 7.277 2.176 -0.141  C253 1.090
258 H 6.894 -0.800 -0.614  C254 1.090
259 H 7.554 0.236 -1.731  C254 1.090
260 H 5.882 0.455 -1.463  C254 1.090
261 H 4.033 2.246 1.430  C255 1.090
262 H 4.997 3.416 0.670  C255 1.090
263 H 4.386 3.833 2.334  C255 1.090
264 O 4.517 -3.557 -0.509  S265 1.438
265 S 3.986 -4.810 -0.045  O264 1.438, O266 1.493, O267 1.628, C270 1.846
266 O 4.958 -5.905 0.245  S265 1.493
267 O 3.096 -4.484 1.278  S265 1.628, C268 1.421
268 C 2.980 -5.447 2.316  O267 1.421, C269 1.565, H271 1.090, H272 1.090
269 C 2.570 -6.918 1.973  C268 1.565, H273 1.090, H274 1.090, H275 1.090
270 C 2.633 -5.412 -1.148  S265 1.846, H276 1.090, H277 1.090, H278 1.090
271 H 2.379 -5.075 3.146  C268 1.090
272 H 3.979 -5.637 2.707  C268 1.090
273 H 1.642 -7.038 1.414  C269 1.090
274 H 2.466 -7.482 2.900  C269 1.090
275 H 3.319 -7.485 1.420  C269 1.090
276 H 1.798 -4.711 -1.154  C270 1.090
277 H 2.309 -6.408 -0.846  C270 1.090
278 H 3.094 -5.545 -2.126  C270 1.090
279 O 4.355 8.178 1.208  S280 1.436
280 S 4.664 6.946 1.876  O279 1.436, O281 1.498, O282 1.670, C285 1.870
281 O 3.666 6.180 2.689  S280 1.498
282 O 5.412 5.894 0.817  S280 1.670, C283 1.417
283 C 6.274 6.457 -0.156  O282 1.417, C284 1.492, H286 1.090, H287 1.090
284 C 6.845 5.303 -0.910  C283 1.492, H288 1.090, H289 1.090, H290 1.090
285 C 6.158 7.173 2.978  S280 1.870, H291 1.090, H292 1.090, H293 1.090
286 H 7.123 7.022 0.229  C283 1.090
287 H 5.696 7.039 -0.874  C283 1.090
288 H 7.292 4.631 -0.178  C284 1.090
289 H 7.436 5.651 -1.757  C284 1.090
290 H 6.051 4.693 -1.342  C284 1.090
291 H 6.739 8.036 2.653  C285 1.090
292 H 6.827 6.313 2.959  C285 1.090
293 H 5.813 7.405 3.986  C285 1.090
294 O 4.565 1.126 -4.242  S295 1.487
295 S 3.790 0.878 -5.486  O294 1.487, O296 1.467, O297 1.626, C300 1.773
296 O 4.484 0.803 -6.777  S295 1.467
297 O 2.939 -0.496 -5.306  S295 1.626, C298 1.450
298 C 2.326 -1.131 -6.457  O297 1.450, C299 1.520, H301 1.090, H302 1.090
299 C 2.957 -2.423 -6.950  C298 1.520, H303 1.090, H304 1.090, H305 1.090
300 C 2.480 2.071 -5.562  S295 1.773, H306 1.090, H307 1.090, H308 1.090
301 H 2.091 -0.429 -7.257  C298 1.090
302 H 1.364 -1.484 -6.086  C298 1.090
303 H 2.687 -2.572 -7.996  C299 1.090
304 H 2.565 -3.237 -6.341  C299 1.090
305 H 4.029 -2.339 -6.769  C299 1.090
306 H 2.313 2.176 -4.490  C300 1.090
307 H 1.593 1.738 -6.100  C300 1.090
308 H 2.831 3.039 -5.920  C300 1.090
309 O -3.617 7.619 -3.756  S310 1.438
310 S -4.507 6.545 -3.408  O309 1.438, O311 1.485, O312 1.710, C315 1.872
311 O -4.323 5.174 -3.946  S310 1.485
312 O -4.678 6.593 -1.707  S310 1.710, C313 1.432
313 C -5.554 5.579 -1.202  O312 1.432, C314 1.531, H316 1.090, H317 1.090
314 C -4.776 4.369 -0.680  C313 1.531, H318 1.090, H319 1.090, H320 1.090
315 C -6.231 7.135 -3.835  S310 1.872, H321 1.090, H322 1.090, H323 1.090
316 H -6.186 5.172 -1.991  C313 1.090
317 H -6.282 5.940 -0.475  C313 1.090
318 H -4.011 3.940 -1.328  C314 1.090
319 H -5.499 3.561 -0.571  C314 1.090
320 H -4.210 4.568 0.230  C314 1.090
321 H -6.153 7.107 -4.922  C315 1.090
322 H -6.387 8.123 -3.402  C315 1.090
323 H -7.045 6.477 -3.530  C315 1.090
324 O 9.428 -0.525 -5.750  S325 1.467
325 S 8.347 -1.321 -6.344  O324 1.467, O326 1.477, O327 1.660, C330 1.825
326 O 8.544 -2.680 -6.887  S325 1.477
327 O 7.024 -1.317 -5.343  S325 1.660, C328 1.429
328 C 7.191 -1.960 -4.078  O327 1.429, C329 1.550, H331 1.090, H332 1.090
329 C 5.820 -2.559 -3.675  C328 1.550, H333 1.090, H334 1.090, H335 1.090
330 C 7.729 -0.304 -7.727  S325 1.825, H336 1.090, H337 1.090, H338 1.090
331 H 7.547 -1.198 -3.384  C328 1.090
332 H 7.953 -2.738 -4.029  C328 1.090
333 H 5.499 -3.273 -4.433  C329 1.090
334 H 5.037 -1.804 -3.748  C329 1.090
335 H 5.902 -3.189 -2.789  C329 1.090
336 H 7.321 0.581 -7.238  C330 1.090
337 H 6.903 -0.914 -8.092  C330 1.090
338 H 8.552 -0.093 -8.409  C330 1.090

Properties
E_LUMO   0.03 eV
Multiplicity   1
Frontier orbital gap   7.8 eV